85
Properties=species:S:1:pos:R:3:forces:R:3:mulliken_charge:R:1 method="wB97M-V/def2-TZVPD" e_tot_ha=-4000.859648 lumo_energy_ev="-1.38 / -1.65" multiplicity=2 orbital_gap_ev="5.4 / 5.0" e_above_lowest_ev=1.7687
Ir 0.31763 -1.16066 -0.80662 0.7 1.8 0.9 -0.442
S -0.06577 1.36394 -1.98212 0.3 -0.6 -0.4 -0.577
P -0.65687 1.39324 -0.07982 0.1 -0.7 0.4 1.762
C 0.29823 0.16624 0.75088 0.2 0.8 -0.2 -0.379
P 1.36023 0.47004 2.11078 -0.3 -0.3 -0.2 1.524
S 3.17563 -0.33426 1.91268 0.3 -0.1 -0.2 -0.696
C 0.68483 -0.21076 3.66018 0.1 0.2 -0.2 -0.642
C 1.51853 -0.91846 4.51528 -0.1 0.1 -0.1 -0.273
C 1.02123 -1.42006 5.70278 0.0 0.0 0.1 -0.776
C -0.30637 -1.20916 6.03588 0.0 0.0 0.1 -0.538
C -1.13957 -0.50426 5.17918 -0.2 0.0 0.1 -0.889
C -0.64867 -0.00486 3.98698 0.1 -0.1 0.0 0.117
C 1.56553 2.24724 2.45788 0.0 -0.3 0.0 0.400
C 1.30203 2.80324 3.70228 0.0 -0.1 -0.1 -0.325
C 1.59793 4.13494 3.93128 0.1 0.1 0.1 -0.850
C 2.15503 4.91164 2.92968 0.0 0.0 0.1 -0.696
C 2.41653 4.35564 1.68808 0.1 0.0 0.0 -0.669
C 2.12283 3.02764 1.45258 0.1 -0.1 0.1 0.359
C -0.77907 3.11434 0.48198 0.0 -0.2 0.0 0.232
C -1.45077 3.42424 1.65898 0.1 0.0 -0.2 -0.101
C -1.54067 4.74194 2.06288 -0.1 0.1 0.1 -0.743
C -0.97277 5.74464 1.29078 0.0 0.0 -0.1 -0.527
C -0.32847 5.43534 0.10348 -0.1 0.2 0.0 -0.753
C -0.22377 4.11864 -0.29982 -0.2 -0.1 0.0 -0.298
C -2.40737 0.87484 -0.10532 0.4 0.2 -0.1 0.257
C -2.86677 -0.30196 0.46818 0.2 0.1 0.1 0.159
C -4.19157 -0.66686 0.29208 -0.2 0.0 0.0 -0.816
C -5.04187 0.13354 -0.45262 -0.1 -0.2 0.0 -0.626
C -4.57547 1.30214 -1.03502 0.0 0.1 0.0 -0.693
C -3.25787 1.67534 -0.86112 -0.2 0.0 0.1 -0.856
H 2.54533 -1.07826 4.21998 0.0 0.0 0.1 0.464
H 1.67583 -1.96446 6.36518 0.0 -0.1 0.1 0.412
H -0.69067 -1.58206 6.97278 -0.1 -0.1 0.1 0.387
H -2.17297 -0.33966 5.44888 -0.1 0.0 0.0 0.449
H -1.28937 0.53624 3.30208 -0.1 0.0 0.0 0.205
H 0.87543 2.19694 4.48898 0.0 0.0 0.1 0.376
H 1.40993 4.56124 4.90488 -0.1 0.1 0.1 0.437
H 2.39533 5.94684 3.11898 0.0 0.1 0.0 0.410
H 2.86393 4.95144 0.90818 0.0 0.1 -0.1 0.492
H 2.33313 2.57564 0.48908 0.0 0.0 -0.1 0.082
H -1.90757 2.63414 2.24088 0.0 0.0 0.1 0.160
H -2.06297 4.99194 2.97598 0.0 0.0 0.1 0.458
H -1.04497 6.77334 1.61008 0.0 0.1 0.0 0.409
H 0.08743 6.22084 -0.51052 0.1 0.1 0.0 0.441
H 0.27463 3.86284 -1.22582 0.0 0.0 0.0 0.338
H -2.19587 -0.92606 1.04618 0.0 0.0 0.0 0.363
H -4.55817 -1.57886 0.73898 0.0 -0.1 0.0 0.481
H -6.07257 -0.15676 -0.58852 -0.1 0.0 0.0 0.393
H -5.23597 1.91824 -1.62642 -0.1 0.0 -0.1 0.419
H -2.87037 2.57624 -1.32212 -0.1 0.0 0.0 0.338
C -0.80297 -4.01876 2.26388 0.0 0.2 -0.4 -0.590
C -1.67497 -4.81556 1.52608 0.0 -0.1 0.4 -1.008
C -1.78887 -4.66076 0.16568 0.2 0.4 -0.8 -0.719
C -1.04307 -3.67796 -0.51422 0.2 0.2 2.2 0.241
C -0.25957 -2.77506 0.27208 0.7 0.0 -1.7 0.444
C -0.12427 -2.98356 1.63398 0.1 -0.2 0.6 -0.041
C -0.99397 -3.51266 -1.93392 1.4 2.2 -1.6 1.412
C -1.60347 -4.37586 -2.85122 -0.2 -0.2 -0.5 -1.065
C -1.49107 -4.16656 -4.19752 0.4 0.5 0.3 -0.960
C -0.71387 -3.07406 -4.67382 -0.3 -0.3 0.9 1.406
C -0.53957 -2.82856 -6.03392 0.5 0.7 -0.9 -0.749
C 0.22293 -1.75856 -6.47992 -0.8 -1.1 -0.2 -0.769
C 0.81613 -0.91806 -5.55322 0.2 0.1 1.1 -0.840
C 0.66943 -1.14916 -4.19822 0.2 0.4 -0.5 0.296
C -0.10117 -2.21866 -3.71112 -0.1 -0.1 -0.7 0.001
N -0.24777 -2.41736 -2.37572 -1.2 -2.3 0.9 0.144
H -0.66507 -4.19646 3.31968 0.0 0.0 0.1 0.493
H -2.26027 -5.57306 2.02628 0.0 -0.1 0.0 0.384
H -2.45747 -5.30216 -0.38562 -0.1 -0.2 -0.1 0.388
H 0.52363 -2.34136 2.22228 -0.1 -0.1 -0.1 0.293
H -2.16957 -5.21616 -2.47912 0.0 0.0 0.0 0.343
H -1.96897 -4.82356 -4.90742 -0.1 -0.1 -0.1 0.439
H -1.01667 -3.49176 -6.74142 0.0 -0.1 -0.1 0.400
H 0.34793 -1.58546 -7.53852 0.0 0.0 -0.1 0.382
H 1.40293 -0.07246 -5.87982 0.1 0.0 0.0 0.509
H 1.14123 -0.47606 -3.49982 -0.1 -0.1 0.1 -0.245
Te 2.99743 -0.18016 -1.05852 -1.7 -0.8 0.4 0.285
C 4.00753 -0.71286 -2.83622 -0.4 0.3 -0.1 0.354
C 4.95793 -1.64846 -3.12352 -0.3 0.0 0.3 -0.541
C 5.56133 -1.44526 -4.38092 0.2 0.1 -0.3 -0.501
C 5.07053 -0.35996 -5.03472 -0.2 0.2 0.0 -0.520
S 3.85883 0.43784 -4.12502 0.4 -0.4 0.2 -0.102
H 5.21843 -2.45146 -2.45602 0.0 -0.1 0.1 0.457
H 6.34183 -2.06906 -4.77642 0.1 -0.1 -0.1 0.392
H 5.34283 0.03144 -5.99412 0.1 0.0 -0.3 0.427